Record 1
The following is a DFT calculation (ωB97M-V with the def2-TZVPD basis set) of C3H9O5P2 as an isolated structure.

The value obtained for the frontier orbital gap is 3.8 eV. The total energy is -32065.08997 eV. For the HOMO energy, the calculation gives 4.50 eV. Its total charge is -3.

XYZ file:
```
19
Properties=species:S:1:pos:R:3:nbo_charge:R:1
C 1.97 0.57 1.48 -0.64
C 0.86 0.26 0.43 -0.17
O 0.05 -0.83 0.87 -0.56
C -1.04 -0.26 1.60 -0.35
P -2.33 -0.25 0.14 -0.17
H 2.33 1.63 1.42 0.16
H 2.85 -0.09 1.33 0.18
H 1.60 0.43 2.53 0.17
H 1.21 -0.02 -0.63 0.34
H 0.21 1.14 0.25 0.17
H -1.39 -0.90 2.44 0.14
H -0.79 0.73 2.03 0.13
H -2.86 1.08 0.43 -0.14
H -1.33 0.10 -1.01 0.31
O -1.34 -1.86 -2.52 -1.29
P -0.29 -0.73 -2.70 2.48
O -0.82 0.60 -1.90 -1.15
O 0.01 -0.46 -4.20 -1.31
O 1.10 -1.13 -1.99 -1.30
```

---

Record 2
The following is a DFT calculation (ωB97M-V with the def2-TZVPD basis set) of one molecule with the formula C3H9OPS.

The value obtained for the frontier orbital gap is 7.7 eV. The total energy is -25424.81966 eV. For the HOMO energy, the calculation gives -7.15 eV. As for the structure (SMILES): CC[S@@H](=O)=PC.

XYZ file:
```
15
Properties=species:S:1:pos:R:3:nbo_charge:R:1
C 2.61 -0.42 -0.19 -0.63
C 1.21 -1.10 -0.18 -0.57
S -0.11 0.19 0.21 1.31
O 0.02 1.31 -0.65 -0.94
P -1.99 -0.59 0.62 -0.12
C -2.99 0.91 0.07 -0.88
H 2.53 0.23 -1.04 0.23
H 2.63 -0.10 0.82 0.21
H 3.44 -1.03 -0.37 0.23
H 1.08 -1.91 0.59 0.24
H 0.91 -1.49 -1.16 0.24
H 0.29 0.54 1.54 0.00
H -2.93 1.12 -0.99 0.23
H -4.05 0.60 0.16 0.24
H -2.66 1.74 0.57 0.21
```

---

Record 3
The following is a DFT calculation (ωB97M-V with the def2-TZVPD basis set) of a 2-piece molecular cluster, C3H9OPS overall.

The value obtained for the frontier orbital gap (spin up / spin down) is 7.6 / 7.4 eV. The total energy is -25425.51212 eV. For the HOMO energy (spin up / spin down), the calculation gives -7.66 / -6.99 eV.

XYZ file:
```
15
Properties=species:S:1:pos:R:3:nbo_charge:R:1
C 0.28 -2.00 0.97 -0.69
C -1.96 1.03 -0.37 -0.68
C 1.07 -0.78 1.13 -0.30
O 1.99 1.60 -2.08 -0.98
P 0.70 0.76 -1.52 0.70
S -0.47 2.19 -0.45 -0.18
H 0.56 -2.73 1.76 0.22
H -0.80 -1.82 1.03 0.21
H 0.61 -2.49 0.05 0.22
H -1.44 0.18 -0.09 0.21
H -2.54 0.85 -1.29 0.23
H -2.49 1.43 0.50 0.23
H 1.95 -0.64 0.70 0.17
H 0.53 -0.04 1.55 0.16
H 2.00 2.48 -1.90 0.49
```

---

Record 4
The following is a DFT calculation (ωB97M-V with the def2-TZVPD basis set) of a 2-piece molecular cluster, C3H9OS overall.

The value obtained for the frontier orbital gap is 6.2 eV. The total energy is -16138.74004 eV. For the HOMO energy, the calculation gives -2.57 eV. Its total charge is -1.

XYZ file:
```
14
Properties=species:S:1:pos:R:3:nbo_charge:R:1
C 1.97 0.24 -0.73 -0.21
O 1.15 0.34 -1.79 -0.96
H 1.52 0.52 0.26 0.07
H 2.50 -0.72 -0.49 0.07
H 2.86 0.92 -0.77 0.08
C -0.91 1.40 0.46 -0.76
S -1.09 -0.26 1.14 0.12
C -0.44 -1.49 0.04 -0.80
H -0.68 2.08 1.28 0.20
H -1.83 1.79 0.02 0.19
H -0.09 1.41 -0.24 0.29
H 0.33 -2.09 0.52 0.21
H -1.23 -2.12 -0.37 0.19
H -0.01 -1.00 -0.84 0.31
```

---

Record 5
The following is a DFT calculation (ωB97M-V with the def2-TZVPD basis set) of a 2-piece molecular cluster, C3H9S overall.

The value obtained for the frontier orbital gap (spin up / spin down) is 2.5 / 6.7 eV. The total energy is -14088.38559 eV. For the HOMO energy (spin up / spin down), the calculation gives 4.38 / 0.07 eV. Its total charge is -2. Its spin multiplicity is 2.

XYZ file:
```
13
Properties=species:S:1:pos:R:3:mulliken_spin:R:1
S -2.96 1.36 0.83 -0.02
H -2.03 2.28 1.16 0.00
C 0.71 -1.29 0.73 2.50
C 0.97 -0.08 -0.20 1.81
C -0.17 0.35 -1.18 0.23
H -0.04 -0.96 1.45 -0.02
H 1.60 -1.56 1.30 -1.05
H 0.32 -2.12 0.13 -0.75
H 1.91 -0.24 -0.76 -1.58
H 1.16 0.81 0.42 0.15
H 0.15 1.08 -1.93 -0.04
H -0.74 -0.56 -1.41 -0.23
H -0.88 0.92 -0.53 -0.01
```

---

Record 6
The following is a DFT calculation (ωB97M-V with the def2-TZVPD basis set) of a 2-piece molecular cluster, C3H9S2 overall.

The value obtained for the frontier orbital gap is 6.2 eV. The total energy is -24927.54276 eV. For the HOMO energy, the calculation gives -2.49 eV. Its total charge is -1.

XYZ file:
```
14
Properties=species:S:1:pos:R:3:nbo_charge:R:1
C -0.61 -0.92 3.47 -0.73
S 0.79 -0.63 2.34 -0.69
H -0.68 -1.94 3.84 0.17
H -1.51 -0.72 2.88 0.18
H -0.50 -0.20 4.27 0.18
C -0.19 0.86 -2.82 -0.62
C 0.49 0.07 -1.69 -0.51
S 1.07 1.27 -0.39 -0.20
H -1.26 0.98 -2.66 0.20
H 0.23 1.87 -2.86 0.21
H -0.06 0.39 -3.80 0.19
H 1.19 -0.68 -2.05 0.19
H -0.22 -0.53 -1.12 0.21
H 1.26 0.18 0.57 0.20
```

---

Record 7
The following is a DFT calculation (ωB97M-V with the def2-TZVPD basis set) of C3HAgFO2 as an isolated structure.

The value obtained for the frontier orbital gap is 8.1 eV. The total energy is -13928.11330 eV. For the HOMO energy, the calculation gives -14.25 eV. Its total charge is +1.

XYZ file:
```
8
Properties=species:S:1:pos:R:3:nbo_charge:R:1
H 1.44 -1.14 -1.34 0.26
O -0.53 -0.83 -0.54 -0.41
O -0.09 0.88 0.63 -0.43
C 0.85 -0.74 -0.51 -0.06
C 1.10 0.35 0.22 0.63
C -1.08 0.11 0.19 0.32
F 2.17 0.88 0.70 -0.23
Ag -3.86 0.50 0.65 0.92
```

---

Record 8
The following is a DFT calculation (ωB97M-V with the def2-TZVPD basis set) of C3HBr4O2 as an isolated structure.

The value obtained for the frontier orbital gap (spin up / spin down) is 6.4 / 5.3 eV. The total energy is -287388.61197 eV. For the HOMO energy (spin up / spin down), the calculation gives -3.61 / -3.52 eV. Its total charge is -1. Its spin multiplicity is 3.

XYZ file:
```
10
Properties=species:S:1:pos:R:3:mulliken_spin:R:1
C 2.51 -1.64 2.70 0.00
C -3.00 0.42 -0.92 1.56
C 0.01 0.56 -1.38 0.13
O 2.50 -0.58 3.06 0.00
O 2.52 -2.75 2.33 0.00
Br -3.27 1.49 0.63 0.17
Br 0.75 2.24 -2.17 0.04
Br 0.93 -0.05 0.21 0.02
Br 0.53 -0.79 -2.74 0.02
H -3.48 1.09 -1.70 0.07
```

---

Record 9
The following is a DFT calculation (ωB97M-V with the def2-TZVPD basis set) of one molecule with the formula C3HBrClNO.

The value obtained for the frontier orbital gap is 8.5 eV. The total energy is -89226.76246 eV. For the HOMO energy, the calculation gives -8.09 eV. As for the structure (SMILES): Clc1ncoc1Br.

XYZ file:
```
8
Properties=species:S:1:pos:R:3:nbo_charge:R:1
Cl 1.28 -2.40 0.01 0.11
C 0.32 -1.06 -0.05 0.05
N -0.97 -0.91 -0.07 -0.46
C -1.32 0.35 -0.02 0.25
O -0.31 1.23 0.07 -0.38
C 0.85 0.61 0.09 0.06
Br 2.47 1.46 -0.02 0.17
H -2.32 0.71 -0.01 0.20
```

---

Record 10
The following is a DFT calculation (ωB97M-V with the def2-TZVPD basis set) of a 2-piece molecular cluster, C3HBrN2O2S overall.

The value obtained for the frontier orbital gap is 8.5 eV. The total energy is -91079.21474 eV. For the HOMO energy, the calculation gives -9.36 eV. As for the structure (SMILES): O=C=NC(=S)N=C=O.Br.

XYZ file:
```
10
Properties=species:S:1:pos:R:3:nbo_charge:R:1
O 1.69 1.21 2.84 -0.45
C 2.00 1.07 1.74 0.91
N 2.54 0.72 0.72 -0.56
C 2.25 0.79 -0.58 0.20
S 3.29 0.38 -1.74 0.02
N 1.01 1.26 -0.90 -0.60
C 0.39 2.01 -1.60 0.93
O -0.28 2.77 -2.14 -0.46
Br -1.35 0.36 1.53 -0.19
H -0.11 -0.21 1.99 0.19
```

---

Record 11
The following is a DFT calculation (ωB97M-V with the def2-TZVPD basis set) of one molecule with the formula C3HCl2F.

The value obtained for the frontier orbital gap is 11.6 eV. The total energy is -30886.49232 eV. For the HOMO energy, the calculation gives -11.21 eV. As for the structure (SMILES): C#CC(F)(Cl)Cl.

XYZ file:
```
7
Properties=species:S:1:pos:R:3:nbo_charge:R:1
C 2.16 -1.31 -0.32 -0.10
C 1.10 -0.84 -0.41 -0.14
C -0.01 -0.12 0.13 0.30
F 0.13 -0.15 1.50 -0.32
Cl -1.67 -0.70 -0.30 0.02
Cl 0.26 1.67 -0.25 -0.03
H 3.22 -1.44 -0.68 0.26
```

---

Record 12
The following is a DFT calculation (ωB97M-V with the def2-TZVPD basis set) of one molecule with the formula C3HCl3O.

The value obtained for the frontier orbital gap is 9.3 eV. The total energy is -42739.71195 eV. For the HOMO energy, the calculation gives -10.01 eV. As for the structure (SMILES): O=C1[C@H](Cl)C1(Cl)Cl.

XYZ file:
```
8
Properties=species:S:1:pos:R:3:nbo_charge:R:1
O -0.07 -0.07 2.22 -0.41
C -0.10 0.07 1.06 0.59
C -0.72 -0.23 -0.30 -0.35
Cl -1.02 -1.90 -0.78 0.02
C 0.69 0.40 -0.16 -0.22
Cl 0.72 2.03 -0.77 0.05
Cl 2.03 -0.66 -0.58 0.06
H -1.53 0.36 -0.70 0.26
```

---

Record 13
The following is a DFT calculation (ωB97M-V with the def2-TZVPD basis set) of C3HCl6NO as an isolated structure.

The value obtained for the frontier orbital gap (spin up / spin down) is 8.3 / 8.3 eV. The total energy is -81795.00380 eV. For the HOMO energy (spin up / spin down), the calculation gives -9.56 / -9.56 eV.

XYZ file:
```
12
Properties=species:S:1:pos:R:3:nbo_charge:R:1
C 0.10 -0.30 -0.39 -0.18
C -1.81 -0.84 -0.16 -0.18
C 1.05 -1.42 -0.01 -0.13
N 0.09 0.26 -1.66 0.10
O 0.93 -0.05 -2.49 -0.24
Cl -2.68 0.40 -1.03 0.08
Cl -2.19 -0.82 1.52 0.08
Cl -1.96 -2.40 -0.88 0.08
Cl 1.24 -2.62 -1.29 0.06
Cl 0.56 -2.26 1.48 0.04
Cl 2.65 -0.65 0.31 0.02
H 0.07 0.48 0.37 0.27
```

---

Record 14
The following is a DFT calculation (ωB97M-V with the def2-TZVPD basis set) of a 2-piece molecular cluster, C3HClO4P overall.

The value obtained for the frontier orbital gap is 8.2 eV. The total energy is -33130.31824 eV. For the HOMO energy, the calculation gives -4.51 eV. Its total charge is -1.

XYZ file:
```
10
Properties=species:S:1:pos:R:3:nbo_charge:R:1
C 1.09 -2.59 -0.16 1.07
C -2.54 1.87 0.39 -0.49
C -1.51 1.26 0.30 0.36
O 1.06 -2.85 0.98 -0.57
O 0.95 -2.64 -1.34 -0.59
O 1.58 -0.61 -0.08 -1.16
O -0.35 0.78 0.51 -0.76
P 0.95 0.63 -0.63 1.35
Cl 2.36 2.03 -0.17 -0.43
H -3.57 2.12 0.19 0.22
```

---

Record 15
The following is a DFT calculation (ωB97M-V with the def2-TZVPD basis set) of C3HCrO as an isolated structure.

The value obtained for the frontier orbital gap (spin up / spin down) is 9.6 / 10.5 eV. The total energy is -33551.17489 eV. For the HOMO energy (spin up / spin down), the calculation gives -28.26 / -28.51 eV. Its total charge is +3. Its spin multiplicity is 5.

XYZ file:
```
6
Properties=species:S:1:pos:R:3:mulliken_spin:R:1
O -0.18 0.66 0.04 -0.01
C -0.16 -0.54 -0.13 0.02
C 0.63 -1.62 -0.46 0.01
C -0.04 -1.92 -1.50 0.01
H -0.40 -2.29 -2.45 0.00
Cr -0.26 2.12 1.16 3.96
```

---

Record 16
The following is a DFT calculation (ωB97M-V with the def2-TZVPD basis set) of one molecule with the formula C3HF2IO2.

The value obtained for the frontier orbital gap is 9.1 eV. The total energy is -20754.45885 eV. For the HOMO energy, the calculation gives -9.86 eV.

XYZ file:
```
9
Properties=species:S:1:pos:R:3:nbo_charge:R:1
C 0.25 0.38 -0.55 0.01
C 1.37 -0.71 -0.28 0.73
C -0.96 0.02 0.47 0.54
O 0.96 1.38 -0.20 -0.61
O 2.41 -0.87 0.14 -0.35
F -0.51 0.39 1.75 -0.33
F -1.90 0.99 0.17 -0.33
I -1.60 -2.01 0.14 0.12
H -0.02 0.43 -1.64 0.22
```

---

Record 17
The following is a DFT calculation (ωB97M-V with the def2-TZVPD basis set) of a 2-piece molecular cluster, C3HF3O overall.

The value obtained for the frontier orbital gap is 10.6 eV. The total energy is -13322.47420 eV. For the HOMO energy, the calculation gives -9.89 eV. As for the structure (SMILES): FC#CF.O=CF.

XYZ file:
```
8
Properties=species:S:1:pos:R:3:nbo_charge:R:1
F 3.51 -1.94 0.46 -0.26
C 3.20 -0.71 0.22 0.28
C 3.19 0.37 -0.28 0.26
F 3.07 1.63 -0.51 -0.27
O 1.14 0.57 1.33 -0.53
C -0.04 0.87 1.29 0.72
F -1.03 0.05 0.84 -0.33
H -0.27 1.85 1.64 0.13
```

---

Record 18
The following is a DFT calculation (ωB97M-V with the def2-TZVPD basis set) of C3HF3O as an isolated structure.

The value obtained for the frontier orbital gap is 9.2 eV. The total energy is -13322.78460 eV. For the HOMO energy, the calculation gives -11.10 eV.

XYZ file:
```
8
Properties=species:S:1:pos:R:3:nbo_charge:R:1
C -0.63 -0.43 0.65 0.47
C 0.56 -0.55 -0.20 0.04
C -0.08 0.84 0.10 0.58
O -1.48 -1.00 1.23 -0.37
F 0.42 -1.25 -1.75 -0.40
F -0.85 1.33 -0.85 -0.28
F 0.55 1.86 0.72 -0.29
H 1.51 -0.80 0.10 0.23
```

---

Record 19
The following is a DFT calculation (ωB97M-V with the def2-TZVPD basis set) of a 2-piece molecular cluster, C3HF3O overall.

The value obtained for the frontier orbital gap (spin up / spin down) is 6.3 / 7.2 eV. The total energy is -13318.17791 eV. For the HOMO energy (spin up / spin down), the calculation gives -5.51 / -11.13 eV. Its spin multiplicity is 3.

XYZ file:
```
8
Properties=species:S:1:pos:R:3:mulliken_spin:R:1
C 0.02 -1.18 0.76 0.80
C 0.57 -0.32 1.38 1.14
C -0.25 0.71 -1.22 0.05
O 0.76 0.30 -1.63 -0.01
F 1.34 0.70 1.81 -0.03
F -1.47 0.27 -1.50 -0.01
F -0.39 1.61 -0.30 0.00
H -0.58 -2.10 0.70 0.06
```

---

Record 20
The following is a DFT calculation (ωB97M-V with the def2-TZVPD basis set) of C3HFLiO as an isolated structure.

The value obtained for the frontier orbital gap is 9.3 eV. The total energy is -8086.51558 eV. For the HOMO energy, the calculation gives -15.75 eV. Its total charge is +1.

XYZ file:
```
7
Properties=species:S:1:pos:R:3:nbo_charge:R:1
F 3.03 0.13 0.03 -0.23
C 1.73 0.24 0.04 0.03
C 0.74 -0.58 -0.19 -0.02
H 1.25 1.25 0.09 0.27
O -2.53 -0.16 0.01 -0.64
C -3.14 0.80 0.06 0.65
Li -1.08 -1.68 -0.04 0.95
```